C15H29CsF2N2O4S2 as an isolated structure, computed with ωB97M-V/def2-TZVPD.

Results
- relative energy (zero: lowest compared OMol25 entry of this formula, charge and spin) (kJ/mol) = 149.9
- strongest force on any atom (eV Å⁻¹) = 2.5
- net charge = -2

Structure (XYZ):
```
55
C15H29CsF2N2O4S2 | the OMol25 dataset | ωB97M-V/def2-TZVPD
Cs 1.79165 0.28693 0.52784
C -0.30741 -3.12153 2.41100
C -0.44780 -1.68675 2.83263
C -1.41527 -0.85685 2.27924
C -1.50038 0.49334 2.61557
C -2.51081 1.39209 1.96326
C -0.58498 1.00389 3.52714
C 0.39679 0.19697 4.09735
C 1.42359 0.79078 5.02517
C 0.45306 -1.14482 3.74705
H -0.20620 -3.77543 3.28077
H 0.59810 -3.24426 1.81275
H -1.16140 -3.44740 1.81808
H -2.10842 -1.26795 1.55167
H -3.39089 0.83434 1.64185
H -2.05605 1.85622 1.08481
H -2.82640 2.18520 2.64388
H -0.61967 2.06079 3.77186
H 2.24109 1.24816 4.46184
H 1.85876 0.02731 5.67156
H 0.98723 1.57049 5.65214
H 1.24477 -1.77307 4.14134
N -2.66291 1.24248 -2.15655
C -1.80951 1.02564 -3.32442
C -0.83882 -0.10966 -3.04793
C -1.49273 -1.48531 -2.92547
C -0.54601 -2.49991 -2.29327
N -0.70572 -2.48892 -0.83764
H -3.17769 2.10597 -2.28460
H -2.03853 1.44316 -1.36908
H -1.23367 1.92311 -3.58421
H -2.44331 0.76670 -4.18538
H -0.29791 0.14261 -2.12979
H -0.08467 -0.14255 -3.84355
H -1.81084 -1.82625 -3.91737
H -2.39624 -1.41268 -2.31480
H 0.48172 -2.26084 -2.60667
H -0.74599 -3.51528 -2.65163
H -0.73350 -1.52363 -0.52665
H 0.09667 -2.92230 -0.39125
O 1.76967 2.21073 -1.23868
S 0.54330 2.80176 -0.61099
O 0.92206 3.52236 0.60657
O -0.34021 1.64905 -0.26162
S -0.38520 4.00231 -1.93031
F 4.46833 -2.64242 1.18414
C 3.05547 -2.70850 1.49892
F 2.55628 -3.53432 0.38223
H 3.07860 -3.48502 2.30019
C 2.37451 2.63659 -4.35094
O 3.30474 2.99093 -3.35328
H 2.76095 2.98252 -5.31510
H 1.39789 3.09516 -4.16895
H 2.23080 1.54832 -4.41330
H 2.84308 2.83976 -2.49737
```